# 1
{
  "formula": "C23H47BrFN3O4S",
  "method": "ωB97M-V with the def2-TZVPD basis set",
  "orbital_gap_ev": [9.202, 9.671],
  "multiplicity": 3,
  "de_lowest_kj_mol": 0.0,
  "charge": 0,
  "s2": 2.01,
  "species": ["C", "H", "H", "C", "H", "N", "Br", "H", "H", "H", "H", "C", "C", "N", "C", "H", "C", "H", "H", "H", "H", "H", "C", "H", "H", "H", "O", "H", "H", "H", "O", "H", "H", "H", "H", "H", "H", "F", "H", "S", "H", "C", "C", "H", "C", "C", "O", "C", "C", "H", "H", "H", "C", "H", "H", "C", "C", "O", "H", "C", "H", "C", "C", "C", "H", "H", "C", "H", "H", "H", "H", "H", "C", "H", "N", "C", "H", "H", "H", "H"],
  "coordinates": [[-3.145, 4.032, -5.862], [0.858, -4.167, 4.357], [0.390, -0.786, 4.417], [0.167, 2.665, -4.387], [2.807, -3.921, -0.874], [1.697, -1.697, 0.462], [-1.770, 0.267, 7.196], [2.632, 1.335, -0.827], [-4.711, 4.879, -2.580], [-0.950, -4.730, 6.689], [-1.843, -0.455, 4.462], [2.679, 0.521, -0.104], [-0.781, 4.867, -4.012], [0.547, -2.523, 5.667], [1.892, -0.695, -0.629], [-0.008, 0.282, -0.236], [3.489, -3.186, -0.433], [1.315, -4.483, 6.005], [-3.550, 3.926, -6.870], [-5.043, 3.854, -4.852], [-5.409, 2.759, -2.550], [3.478, -1.225, 2.414], [2.851, -2.576, 0.814], [2.887, -0.497, -2.527], [-2.191, -2.140, 4.338], [4.645, -1.491, -1.142], [2.958, -2.900, 6.395], [2.246, 0.884, 0.829], [0.064, 1.642, -4.742], [-0.067, -2.295, 3.702], [-2.071, 1.534, -3.533], [-4.272, 2.328, -5.223], [-3.104, 5.107, -5.666], [0.719, 0.690, -1.788], [-3.264, 5.479, -3.333], [0.589, 2.640, -3.381], [-1.561, 5.596, -4.211], [2.519, -0.930, 5.137], [-4.489, 1.356, -3.060], [1.970, -1.906, 6.217], [-0.673, -5.631, 5.230], [2.396, -3.679, 1.759], [0.553, -0.120, -1.080], [-3.161, 4.644, -1.782], [-1.609, -1.415, 4.898], [-1.157, 3.423, -4.399], [1.686, -1.121, 7.344], [3.833, -2.136, -1.489], [2.603, -1.299, -1.843], [-1.797, 2.391, -6.182], [3.249, -4.266, 2.097], [-0.508, 4.931, -2.958], [-3.659, 4.650, -2.752], [-0.068, -0.858, -1.583], [-1.079, 3.958, -6.482], [-1.747, 3.418, -5.808], [-3.524, 3.278, -3.440], [0.674, -2.436, 0.183], [4.532, -1.141, 0.998], [3.926, -1.806, 1.606], [4.389, -3.735, -0.148], [-2.020, -1.471, 6.347], [-4.404, 2.345, -2.615], [0.595, -3.961, 5.393], [-3.081, -1.662, 6.398], [-1.564, -4.131, 5.112], [-0.115, -1.719, 4.622], [0.881, 3.166, -5.040], [-4.017, 2.233, -1.602], [0.078, 5.192, -4.598], [4.626, -2.510, 2.055], [1.916, -3.250, 2.642], [-4.077, 3.344, -4.866], [4.205, -2.632, -2.387], [-2.101, 2.820, -3.411], [-0.755, -4.625, 5.631], [-1.533, -2.250, 6.909], [1.900, -1.935, -2.392], [3.736, 0.329, 0.062], [1.699, -4.374, 1.293]]
}

***

# 2
{
  "formula": "C23H48CoNO2P3",
  "method": "ωB97M-V with the def2-TZVPD basis set",
  "orbital_gap_ev": [6.234, 3.104],
  "multiplicity": 5,
  "de_lowest_kj_mol": 280.2,
  "charge": 3,
  "s2": 6.04,
  "species": ["H", "H", "C", "H", "C", "H", "C", "H", "H", "H", "H", "H", "H", "C", "H", "C", "H", "H", "P", "C", "C", "H", "H", "C", "H", "C", "N", "H", "H", "H", "H", "O", "H", "P", "H", "H", "H", "C", "H", "Co", "H", "H", "C", "H", "H", "H", "H", "O", "H", "H", "H", "H", "C", "H", "H", "C", "H", "H", "H", "C", "H", "C", "C", "C", "C", "H", "C", "H", "H", "C", "H", "C", "C", "P", "H", "H", "C", "H"],
  "coordinates": [[-2.893, 0.777, 2.809], [1.342, 0.396, -3.388], [1.818, -3.698, -1.634], [6.568, 2.445, 1.433], [-4.288, -3.128, -4.603], [2.143, 0.066, -1.812], [5.698, 2.546, 2.092], [0.840, 2.119, -0.088], [3.634, -2.596, -1.515], [-1.840, -3.008, 3.099], [0.527, -3.587, 0.743], [5.074, 4.342, 1.096], [1.096, -1.010, 3.082], [-2.222, -2.651, -2.824], [5.022, 0.636, 1.361], [0.136, -0.554, 2.801], [-0.600, 1.264, -3.850], [-3.578, 1.908, -1.633], [-0.646, -1.599, 1.524], [-2.974, -3.029, -5.074], [4.603, 1.630, 1.552], [-2.768, -3.134, -6.143], [3.107, -3.447, 0.055], [0.431, -3.061, 1.698], [-4.975, 0.105, 1.416], [-4.523, -0.147, 0.439], [2.760, 3.834, 2.398], [-0.873, -2.781, -4.520], [1.054, -4.287, -1.117], [1.621, -3.490, -2.693], [4.257, 2.024, 0.585], [-1.209, -2.335, -1.964], [-4.336, 2.510, -0.140], [-0.205, 0.548, -1.576], [1.427, -2.734, 2.024], [3.960, 5.351, 3.159], [1.130, -1.199, -2.589], [2.879, -3.185, -0.982], [0.000, -3.732, 2.457], [-1.214, -0.445, -0.074], [2.888, 0.510, 2.226], [-5.104, -3.341, -5.297], [-3.392, 2.172, -0.587], [1.983, 4.487, 2.478], [-1.738, -0.027, -3.343], [-5.130, 0.235, -0.401], [-0.517, -0.511, 3.684], [1.161, 2.276, 2.020], [0.355, 0.467, 2.439], [-2.681, -1.428, 2.891], [-5.563, -3.085, -2.820], [-3.249, 2.340, 1.993], [1.251, -0.118, -2.423], [-2.815, -2.717, 1.626], [-4.439, -1.238, 0.337], [-4.565, -2.997, -3.240], [-3.677, -2.654, -1.266], [-1.990, 1.683, -2.798], [3.659, 1.430, 3.517], [-2.156, -2.246, 2.373], [4.180, 3.783, 3.972], [-3.532, -2.757, -2.343], [3.385, 1.459, 2.456], [-1.916, -2.833, -4.184], [-1.252, 0.912, -3.043], [6.017, 2.220, 3.089], [4.035, 4.268, 2.990], [-2.624, 2.954, -0.509], [-0.656, 2.807, -0.791], [0.245, 2.221, -1.006], [6.079, 4.622, 2.510], [5.262, 4.003, 2.122], [2.345, 2.536, 2.285], [-2.891, 0.665, 0.340], [0.831, 2.712, -1.787], [-1.557, 1.746, 2.102], [-2.611, 1.447, 1.987], [-1.609, -1.664, -1.199]]
}

***

# 3
{
  "formula": "C23H48IrNOP3Se",
  "method": "ωB97M-V with the def2-TZVPD basis set",
  "orbital_gap_ev": [7.268, 4.398],
  "multiplicity": 6,
  "de_lowest_kj_mol": 253.6,
  "charge": 4,
  "s2": 8.79,
  "species": ["H", "C", "H", "H", "H", "H", "H", "C", "H", "C", "C", "H", "H", "P", "C", "H", "P", "H", "H", "H", "H", "H", "C", "C", "O", "H", "H", "H", "C", "H", "C", "H", "H", "C", "H", "C", "Se", "C", "C", "H", "H", "H", "C", "P", "C", "C", "H", "H", "C", "H", "C", "H", "H", "H", "H", "C", "C", "H", "H", "C", "Ir", "H", "H", "H", "H", "H", "H", "C", "H", "H", "H", "H", "H", "N", "C", "H", "H", "H"],
  "coordinates": [[-4.245, -2.059, -2.604], [-1.678, 3.092, 0.744], [-2.662, -3.308, 1.890], [2.957, 0.124, 6.052], [2.780, -2.071, -2.060], [2.129, 0.938, -4.755], [0.309, 5.533, -4.329], [0.703, 4.511, -4.396], [-2.969, -3.091, -1.902], [1.924, 0.289, 1.963], [2.484, 2.350, 3.417], [0.690, -3.710, 1.230], [1.343, -1.467, 2.781], [-1.933, -0.958, 1.658], [1.532, -3.498, 0.538], [0.315, 3.264, -0.014], [0.759, -2.902, -1.043], [3.870, -0.641, 3.848], [2.618, -1.679, 4.573], [2.170, -2.692, 0.943], [-1.228, 2.963, 1.731], [4.091, 1.793, 4.761], [1.662, 1.923, -4.632], [-0.749, 3.193, -0.241], [1.188, 0.135, 0.981], [-3.802, 0.853, -1.083], [2.680, 2.515, 5.506], [3.856, 1.108, 2.192], [-3.277, 0.717, -2.038], [2.725, 2.142, 1.290], [1.623, 2.772, -5.729], [1.464, -2.257, -3.273], [-1.960, -0.182, 3.902], [-1.381, 0.138, 3.024], [1.463, 4.863, -6.446], [-0.488, -4.239, -1.405], [1.063, 1.007, -2.105], [-3.452, -2.113, -1.848], [-1.552, -0.848, -3.741], [2.342, -3.724, -2.655], [1.941, 2.396, -6.702], [-4.057, -0.223, 2.467], [1.956, -2.720, -2.402], [-2.185, -0.768, -2.020], [2.830, 1.505, 2.180], [2.996, 1.802, 4.745], [-0.707, -0.163, -3.851], [-2.678, 1.616, -2.211], [2.809, -0.686, 4.136], [-1.034, -3.065, 2.583], [-2.045, -2.627, 2.508], [2.101, -4.410, 0.300], [-1.168, -1.846, -3.961], [0.402, 4.053, -2.289], [-1.028, -2.921, 0.580], [2.477, 0.429, 5.123], [1.101, 2.327, -3.387], [0.028, -5.201, -1.430], [-3.904, -2.069, -0.853], [1.266, 4.131, -5.624], [-0.924, -1.622, -0.330], [-1.579, 1.197, 2.806], [-4.038, 0.665, -2.840], [-3.481, 0.873, 1.163], [-2.437, -2.552, 3.531], [-2.715, 2.825, 0.534], [1.390, 2.474, 3.450], [0.697, 3.684, -3.273], [-0.311, 0.033, 3.224], [1.395, 0.455, 5.290], [-0.939, 2.637, -1.174], [2.882, 3.363, 3.266], [-2.288, -0.578, -4.511], [1.937, -0.661, 2.948], [-3.593, -0.181, 1.471], [-1.224, -4.240, -0.574], [-1.017, -4.014, -2.338], [-4.219, -0.705, 0.743]]
}